Record 1
Computed, not measured: a 12-piece molecular cluster, C39H93N9O15 overall at a distorted geometry, with ωB97M-V/def2-TZVPD.

Electronic energy   -86072.9204 eV
SMILES   CNC(C)=O.CNC(C)=O.CNC(C)=O.CNC(C)=O.CNC(C)=O.CNC(C)=O.CNC(C)=O.CNC(C)=O.CNC(C)=O.COCCOC.COCCOC.COCCOC
ΔE to the lowest compared entry with this formula, charge and spin   244.2 kJ/mol
HOMO-LUMO gap   0.3260 Ha
Charge   0
E_HOMO   -8.8 eV

Last column: Mulliken charge in e.
Cartesian coordinates (Å):
C1 0.174 -2.978 0.698  0.244
O1 -1.054 -2.384 0.380  -0.415
C2 -1.228 -1.946 -0.944  -0.326
C3 -0.836 -0.457 -1.060  0.169
O2 -1.798 0.412 -0.503  -0.584
C4 -1.652 1.757 -0.981  0.322
H1 0.117 -3.548 1.625  0.098
H2 0.879 -2.152 0.793  0.000
H3 0.617 -3.615 -0.068  -0.144
H4 -2.274 -2.143 -1.176  0.379
H5 -0.596 -2.488 -1.647  -0.159
H6 -0.744 -0.219 -2.119  0.050
H7 0.180 -0.263 -0.716  -0.464
H8 -0.671 2.226 -0.911  -0.357
H9 -2.441 2.352 -0.520  -0.082
H10 -1.842 1.888 -2.046  0.286
C5 5.223 -7.911 4.981  -0.808
O3 4.351 -7.269 4.094  -0.308
C6 3.075 -7.162 4.674  -0.611
C7 2.024 -6.704 3.664  -0.126
O4 1.853 -7.619 2.585  -0.403
C8 0.950 -7.040 1.637  -0.676
H11 5.316 -7.501 5.986  0.307
H12 6.160 -7.922 4.424  0.276
H13 4.972 -8.971 5.026  0.333
H14 3.136 -6.456 5.502  0.322
H15 2.758 -8.113 5.102  0.392
H16 2.370 -5.711 3.376  0.060
H17 1.103 -6.427 4.177  0.392
H18 1.297 -6.122 1.162  0.202
H19 0.046 -6.667 2.118  0.331
H20 0.619 -7.690 0.827  0.354
C9 -1.034 3.491 -4.714  -0.380
O5 -1.512 4.135 -3.547  -0.211
C10 -2.948 4.400 -3.622  -0.983
C11 -4.041 3.238 -3.618  -0.145
O6 -3.715 2.186 -4.479  -0.295
C12 -4.724 1.138 -4.404  -0.669
H21 -1.434 3.807 -5.677  0.372
H22 -1.037 2.411 -4.567  -0.099
H23 0.021 3.717 -4.864  0.140
H24 -3.173 5.052 -4.467  0.578
H25 -3.252 5.054 -2.804  0.369
H26 -5.039 3.582 -3.888  0.574
H27 -4.139 2.841 -2.608  -0.020
H28 -5.688 1.624 -4.553  0.346
H29 -4.604 0.629 -3.448  0.189
H30 -4.596 0.355 -5.152  0.244
C13 1.663 1.374 2.258  -0.105
C14 1.301 2.884 2.468  0.480
O7 1.633 3.727 1.657  -0.649
N1 0.542 3.162 3.551  -0.087
C15 0.075 4.469 3.992  -0.763
H31 1.270 0.945 1.336  -0.266
H32 1.426 0.757 3.125  0.164
H33 2.745 1.273 2.172  0.312
H34 0.320 2.425 4.205  0.193
H35 0.521 5.322 3.482  0.341
H36 0.278 4.560 5.059  0.420
H37 -1.003 4.595 3.885  0.103
C16 1.708 -5.118 -2.774  -0.390
C17 0.360 -5.772 -2.895  0.562
O8 0.288 -6.962 -2.694  -0.698
N2 -0.725 -4.998 -3.147  0.171
C18 -2.067 -5.557 -3.101  -1.095
H38 2.080 -5.240 -1.757  0.136
H39 1.599 -4.080 -3.090  -0.145
H40 2.387 -5.629 -3.457  0.459
H41 -0.573 -4.103 -3.589  0.134
H42 -2.817 -4.846 -3.450  0.351
H43 -2.368 -5.863 -2.100  0.299
H44 -2.131 -6.415 -3.770  0.356
C19 -5.119 0.560 0.449  -0.524
C20 -4.608 -0.129 1.710  1.037
O9 -5.322 -0.750 2.517  -0.747
N3 -3.297 -0.043 1.863  0.555
C21 -2.564 -0.613 3.020  -0.849
H45 -6.085 0.195 0.101  0.431
H46 -4.439 0.379 -0.384  -0.029
H47 -5.191 1.640 0.572  0.025
H48 -2.792 0.149 1.009  0.046
H49 -1.808 -1.307 2.652  0.145
H50 -3.135 -0.902 3.902  0.479
H51 -1.964 0.201 3.429  0.236
C22 4.091 -1.387 1.547  -1.007
C23 3.848 -1.428 0.044  0.688
O10 2.788 -1.118 -0.525  -0.281
N4 4.891 -1.893 -0.679  -0.135
C24 4.991 -1.858 -2.110  -0.542
H52 4.364 -2.336 2.009  0.461
H53 3.182 -1.080 2.064  -0.299
H54 4.812 -0.591 1.732  0.444
H55 5.727 -2.116 -0.159  0.269
H56 4.400 -1.102 -2.627  -0.072
H57 4.916 -2.818 -2.622  0.272
H58 6.023 -1.657 -2.399  0.389
C25 3.781 3.552 -3.635  -1.059
C26 4.002 2.066 -3.239  0.916
O11 4.873 1.443 -3.845  -0.665
N5 3.174 1.502 -2.357  0.601
C27 2.145 2.176 -1.672  -0.480
H59 3.738 4.094 -2.691  0.363
H60 2.872 3.734 -4.208  0.067
H61 4.457 4.122 -4.273  0.333
H62 3.311 0.515 -2.192  -0.486
H63 1.839 3.097 -2.169  0.311
H64 2.558 2.473 -0.708  0.373
H65 1.339 1.454 -1.540  -0.391
C28 -1.543 -0.805 -5.099  -0.584
C29 -0.208 -1.517 -4.821  0.483
O12 -0.173 -2.720 -4.677  -0.812
N6 0.900 -0.786 -4.650  -0.009
C30 2.214 -1.363 -4.408  -0.694
H66 -1.575 0.276 -4.967  -0.109
H67 -2.214 -1.105 -4.294  0.222
H68 -2.002 -1.060 -6.054  0.494
H69 0.846 0.189 -4.908  0.266
H70 2.234 -1.626 -3.350  -0.127
H71 3.028 -0.664 -4.599  0.439
H72 2.278 -2.253 -5.033  0.411
C31 -2.943 3.343 2.142  0.375
C32 -3.964 4.268 1.535  0.296
O13 -4.268 4.087 0.388  -0.591
N7 -4.313 5.374 2.219  -0.217
C33 -5.294 6.387 1.801  -0.953
H73 -2.010 3.264 1.584  -0.224
H74 -3.392 2.355 2.243  -0.234
H75 -2.647 3.821 3.076  0.189
H76 -3.882 5.585 3.108  0.269
H77 -5.018 6.771 0.819  0.254
H78 -5.415 7.146 2.574  0.351
H79 -6.316 6.012 1.751  0.312
C34 0.317 -2.247 4.779  -1.232
C35 1.775 -2.549 4.533  0.707
O14 2.134 -3.113 3.488  -0.612
N8 2.690 -2.171 5.427  -0.122
C36 2.499 -1.518 6.706  -0.977
H80 0.166 -1.172 4.671  0.272
H81 -0.022 -2.594 5.755  0.470
H82 -0.153 -2.871 4.019  0.238
H83 3.618 -2.451 5.145  0.257
H84 2.916 -2.120 7.513  0.334
H85 1.444 -1.408 6.959  0.350
H86 3.040 -0.573 6.738  0.301
C37 -0.946 8.228 -0.170  -1.184
C38 -0.232 7.107 0.582  0.778
O15 0.480 7.352 1.551  -0.682
N9 -0.466 5.797 0.317  0.493
C39 -1.283 5.201 -0.794  -0.523
H87 -0.228 8.619 -0.891  0.300
H88 -1.053 9.107 0.466  0.366
H89 -1.997 8.129 -0.441  0.297
H90 -0.125 5.110 0.973  -0.175
H91 -2.291 4.912 -0.494  0.018
H92 -0.772 4.370 -1.280  -0.324
H93 -1.316 5.926 -1.608  0.624


Record 2
Computed, not measured: a 7-piece molecular cluster, C39H94NO28P6 overall at a distorted geometry, with ωB97M-V/def2-TZVPD.

Electronic energy   -156489.8896 eV
HOMO-LUMO gap (alpha / beta)   0.1960 / 0.2315 Ha
Charge   0
E_HOMO (alpha / beta)   -8.4 / -9.4 eV
2S+1   2
⟨S²⟩   0.7731

Last column: Mulliken spin population.
Cartesian coordinates (Å):
C1 -2.340 3.540 1.886  0.000
O1 -3.673 4.160 1.945  0.000
C2 -4.661 3.393 1.145  0.000
C3 -5.116 4.202 -0.234  0.000
C4 -5.417 3.192 -1.508  -0.001
C5 -6.643 2.119 -1.165  0.000
C6 -6.289 0.696 -1.911  0.000
C7 -5.478 -0.381 -0.946  0.000
C8 -3.864 -0.307 -1.287  0.000
C9 -2.930 -1.297 -0.373  0.000
C10 -1.308 -1.188 -0.692  -0.003
C11 -0.574 -2.118 0.489  0.001
C12 -0.754 -1.513 2.001  0.001
C13 -1.472 -2.591 3.044  0.000
O2 -1.203 -3.909 2.975  0.000
O3 -2.420 -2.109 4.080  0.000
C14 -1.046 -1.952 -2.102  0.005
C15 -0.285 -1.125 -3.274  0.017
C16 -1.332 -0.893 -4.558  0.038
C17 0.862 -2.178 -3.895  0.003
N1 0.477 0.101 -2.875  0.317
O4 1.086 0.721 -3.901  0.586
C18 -0.252 1.036 -1.953  0.032
C19 -1.494 1.875 -2.615  0.026
C20 0.874 2.197 -1.516  -0.020
C21 -0.684 0.312 -0.547  0.023
H1 -1.670 3.984 2.767  0.000
H2 -1.880 3.791 0.835  0.000
H3 -2.338 2.373 2.052  0.000
H4 -5.598 3.240 1.838  0.000
H5 -4.225 2.316 0.890  0.000
H6 -6.061 4.903 -0.057  0.000
H7 -4.208 4.934 -0.476  0.000
H8 -4.435 2.620 -1.829  0.001
H9 -5.725 3.860 -2.441  0.000
H10 -7.658 2.505 -1.645  0.000
H11 -6.837 2.030 -0.013  0.000
H12 -5.606 0.981 -2.847  0.000
H13 -7.295 0.256 -2.329  0.000
H14 -5.737 -0.186 0.179  0.000
H15 -5.831 -1.470 -1.285  0.000
H16 -3.534 0.808 -1.014  0.000
H17 -3.766 -0.512 -2.447  0.000
H18 -3.210 -1.100 0.747  0.000
H19 -3.260 -2.410 -0.650  0.001
H20 0.538 -2.261 0.142  0.000
H21 -1.098 -3.176 0.412  0.001
H22 0.281 -1.217 2.470  0.000
H23 -1.474 -0.562 1.998  0.000
H24 -3.339 -2.436 3.795  0.000
H25 -2.105 -2.287 -2.535  -0.002
H26 -0.468 -2.955 -1.880  0.003
H27 -1.386 -1.947 -5.116  -0.001
H28 -2.429 -0.678 -4.166  -0.006
H29 -0.946 -0.095 -5.323  -0.002
H30 1.271 -1.829 -4.937  0.001
H31 0.464 -3.299 -3.895  0.000
H32 1.771 -2.164 -3.133  -0.006
H33 -1.987 2.497 -1.723  0.000
H34 -1.141 2.705 -3.396  -0.003
H35 -2.357 1.225 -3.064  -0.004
H36 1.976 1.857 -1.724  -0.005
H37 0.778 2.349 -0.341  -0.001
H38 0.604 3.235 -2.035  0.001
H39 -1.382 1.044 0.075  0.001
H40 0.316 0.223 0.098  -0.003
C22 1.365 -1.075 8.386  0.000
O5 0.187 -0.288 8.313  -0.001
P1 -1.021 -0.413 9.545  -0.003
O6 -0.070 -1.155 10.491  0.006
O7 -1.833 -1.530 8.632  0.000
C23 -2.000 -1.283 7.247  0.000
O8 -2.230 -0.539 10.777  -0.002
C24 -3.400 0.210 10.517  0.000
H41 1.941 -0.904 7.472  0.000
H42 1.975 -0.775 9.236  0.000
H43 1.114 -2.132 8.436  0.000
H44 -1.208 -1.789 6.683  0.000
H45 -1.990 -0.214 7.025  0.000
H46 -2.962 -1.696 6.929  0.000
H47 -3.943 -0.220 9.671  0.000
H48 -3.138 1.245 10.300  0.000
H49 -4.039 0.180 11.400  0.000
C25 5.374 4.480 -2.436  0.000
O9 5.444 4.922 -1.090  0.000
P2 3.995 5.161 -0.176  -0.001
O10 3.149 4.391 -1.197  0.003
O11 3.998 6.763 -0.595  0.000
C26 5.217 7.480 -0.528  0.000
O12 2.545 5.401 0.738  -0.001
C27 2.756 5.955 2.020  0.000
H50 6.390 4.481 -2.844  0.000
H51 4.986 3.464 -2.487  0.000
H52 4.770 5.162 -3.030  0.000
H53 5.693 7.494 -1.515  0.000
H54 5.899 7.047 0.206  0.000
H55 5.003 8.513 -0.239  0.000
H56 3.101 6.989 1.933  0.000
H57 3.493 5.365 2.563  0.000
H58 1.813 5.941 2.567  0.000
C28 -4.634 -7.135 -1.814  -0.002
O13 -5.749 -7.006 -0.948  -0.008
P3 -6.485 -5.460 -0.699  -0.039
O14 -5.764 -4.853 -1.909  0.079
O15 -5.545 -5.232 0.644  -0.001
C29 -5.398 -6.302 1.560  -0.001
O16 -7.221 -3.914 -0.451  -0.025
C30 -8.242 -3.911 0.526  -0.004
H59 -4.279 -8.168 -1.756  -0.001
H60 -4.922 -6.930 -2.844  0.000
H61 -3.826 -6.481 -1.494  0.000
H62 -4.480 -6.856 1.337  0.000
H63 -6.255 -6.977 1.531  0.000
H64 -5.311 -5.891 2.570  0.000
H65 -7.817 -4.083 1.518  -0.001
H66 -8.975 -4.684 0.299  0.003
H67 -8.734 -2.937 0.515  -0.001
C31 4.325 -7.737 7.764  -0.001
O17 3.210 -7.609 8.630  -0.004
P4 2.474 -6.062 8.879  -0.015
O18 3.195 -5.455 7.669  0.033
O19 3.415 -5.834 10.222  0.000
C32 3.561 -6.904 11.138  0.000
O20 1.739 -4.517 9.127  -0.011
C33 0.717 -4.513 10.104  -0.002
H68 4.680 -8.771 7.822  0.000
H69 4.037 -7.532 6.734  0.000
H70 5.133 -7.083 8.084  0.000
H71 4.480 -7.459 10.915  0.000
H72 2.704 -7.579 11.109  0.000
H73 3.648 -6.493 12.148  0.000
H74 1.142 -4.685 11.096  0.000
H75 -0.016 -5.286 9.877  0.001
H76 0.225 -3.540 10.093  -0.001
C34 3.238 -4.612 -6.358  -0.001
O21 3.244 -3.614 -7.365  -0.003
P5 2.090 -3.670 -8.653  -0.011
O22 1.223 -4.697 -7.916  0.025
O23 3.184 -4.482 -9.594  0.000
C35 4.525 -4.026 -9.624  0.000
O24 0.936 -3.725 -9.941  -0.009
C36 1.133 -2.741 -10.936  -0.001
H77 4.096 -4.434 -5.702  0.000
H78 2.332 -4.548 -5.760  0.000
H79 3.349 -5.600 -6.800  0.000
H80 5.124 -4.594 -8.903  0.000
H81 4.592 -2.959 -9.405  0.000
H82 4.935 -4.204 -10.623  0.000
H83 2.051 -2.945 -11.492  0.000
H84 1.190 -1.755 -10.476  0.001
H85 0.288 -2.767 -11.625  0.000
C37 9.202 8.682 -6.028  0.000
O25 8.025 9.468 -6.101  0.000
P6 6.816 9.343 -4.869  0.000
O26 7.768 8.601 -3.923  0.000
O27 6.005 8.226 -5.783  0.000
C38 5.837 8.474 -7.167  0.000
O28 5.608 9.218 -3.638  0.000
C39 4.438 9.966 -3.898  0.000
H86 9.779 8.852 -6.942  0.000
H87 9.812 8.982 -5.178  0.000
H88 8.952 7.624 -5.979  0.000
H89 6.629 7.968 -7.731  0.000
H90 5.848 9.542 -7.390  0.000
H91 4.876 8.060 -7.485  0.000
H92 3.895 9.536 -4.744  0.000
H93 4.700 11.001 -4.114  0.000
H94 3.799 9.936 -3.014  0.000


Record 3
Computed, not measured: C3BiO as an isolated structure at a distorted geometry, with ωB97M-V/def2-TZVPD.

Electronic energy   -10948.8838 eV
HOMO-LUMO gap (alpha / beta)   0.2644 / 0.2645 Ha
Charge   +3
E_HOMO (alpha / beta)   -27.1 / -27.1 eV

Last column: Mulliken charge in e.
Cartesian coordinates (Å):
C1 -1.882 -0.792 -0.096  0.355
C2 -0.853 0.298 0.244  0.986
O1 -2.183 0.438 -0.159  0.174
C3 0.336 0.025 -0.112  -0.640
Bi1 2.521 0.046 -0.269  2.126